1.
Below is a cluster of 7 separate species, C25H57BBr4F4N3O9 in total in a non-equilibrium geometry, with properties calculated with ωB97M-V/def2-TZVPD.

Values from the calculation:
**Energy**: -341465.82589 eV
**Maximum force**: 4.27 eV/Å
**Highest occupied orbital energy**: -0.243 hartree
**Net charge**: -1
**HOMO-LUMO gap**: 8.61 eV
**Spin multiplicity**: 1

XYZ file:
```
103
Properties=species:S:1:pos:R:3:mulliken_charge:R:1
Br 1.533 -4.945 4.491 -0.160
Br 3.378 3.940 -0.990 -0.173
Br 2.495 -6.517 0.182 -0.171
Br -0.164 5.848 1.427 -0.176
F -1.376 -0.262 -1.284 -0.415
F -1.540 -1.946 0.316 -0.387
F -1.912 0.103 0.799 -0.396
F 0.243 -0.516 0.303 -0.428
O 0.481 0.387 5.951 -0.293
O -8.408 -4.539 -2.412 -0.307
O 4.820 -1.977 -9.072 -0.371
O 0.406 0.058 -7.224 -0.354
O -8.414 0.054 -0.412 -0.273
O -1.353 -0.454 6.709 -0.373
O -0.058 0.785 8.060 -0.611
O 6.281 1.529 3.113 -0.392
O 5.069 5.004 7.060 -0.385
N 7.217 4.276 5.526 -0.410
N -10.008 -2.020 -1.330 -0.130
N 3.399 -0.219 -7.204 -0.271
C 6.634 2.805 3.495 -0.358
C 2.553 -5.666 2.972 -0.471
C -7.651 -5.552 -1.725 -0.781
C -10.379 -3.045 -2.333 -0.769
C -0.505 -0.673 -6.420 -0.624
C 4.588 -3.404 -8.766 -0.650
C -9.776 -4.534 -2.159 -0.542
C 2.201 5.316 -0.065 -0.558
C -9.822 0.205 -0.374 -0.651
C 6.718 2.941 5.059 -0.208
C -0.262 0.283 6.975 0.697
C -10.429 -0.660 -1.525 -0.666
C 5.492 -1.236 -8.046 -0.651
C -1.459 -0.607 5.305 -0.198
C 4.867 1.305 3.161 -0.567
C 6.407 5.339 5.014 -0.918
C 1.659 -5.661 1.764 -0.644
C 5.006 5.238 5.648 -0.336
C -7.796 0.727 0.696 -0.740
C 2.505 0.102 -6.095 -0.317
C 1.345 0.899 -6.588 -0.777
C 4.118 4.178 7.602 -0.593
C -0.081 -0.180 4.809 -0.168
C 4.668 -0.951 -6.789 -0.556
C 0.896 4.609 0.310 -0.562
B -1.125 -0.694 0.041 0.629
H 3.417 -5.022 2.812 0.360
H -0.013 -1.079 -5.536 0.273
H 6.916 6.282 5.215 0.398
H 4.196 4.135 8.688 0.247
H 3.120 4.592 7.460 0.299
H -6.573 -5.524 -1.885 0.279
H 1.731 1.689 -7.233 0.368
H -10.046 -0.291 -2.476 0.336
H -0.110 0.689 4.153 0.207
H 4.365 6.088 5.414 0.480
H 5.745 2.730 5.502 -0.042
H -7.727 -5.478 -0.640 0.319
H 0.692 -6.156 1.855 0.383
H 7.631 2.927 3.070 0.270
H 4.710 0.228 3.098 0.270
H -10.131 -2.565 -3.280 0.342
H 4.422 1.745 2.269 0.251
H 4.389 1.672 4.069 0.220
H 2.781 -6.686 3.283 0.338
H 7.238 4.299 6.536 0.335
H 4.520 4.386 5.174 0.266
H 1.005 3.725 0.938 0.366
H 5.564 -3.791 -8.473 0.308
H 2.191 6.208 -0.691 0.390
H -1.606 -1.679 5.177 0.279
H 4.326 -3.857 -9.722 0.238
H 4.433 -1.827 -6.184 0.307
H 1.492 -4.621 1.483 0.363
H -1.235 0.065 -6.089 0.266
H 0.445 -1.017 4.349 0.216
H 2.161 -0.761 -5.524 0.246
H -11.467 -3.121 -2.354 0.345
H -8.157 0.361 1.658 0.309
H -10.267 -0.144 0.558 0.363
H 3.051 0.710 -5.374 0.280
H -0.955 -1.497 -6.975 0.235
H 2.742 5.568 0.847 0.323
H 0.900 1.429 -5.745 0.405
H -10.144 -2.332 -0.379 0.179
H 5.968 -0.331 -8.424 0.353
H 2.988 -0.397 -8.109 0.282
H -6.734 0.483 0.677 0.257
H -10.078 -4.900 -1.178 0.355
H 5.267 -0.427 -6.044 0.381
H 7.389 2.174 5.446 0.373
H 6.292 5.399 3.931 0.294
H 3.790 -3.598 -8.049 0.246
H 5.968 3.570 3.098 0.294
H -7.959 -6.567 -1.976 0.308
H 0.334 4.313 -0.576 0.386
H -11.514 -0.721 -1.442 0.379
H 4.222 3.174 7.189 0.222
H -7.935 1.806 0.636 0.283
H -10.101 1.253 -0.483 0.414
H 6.363 -1.794 -7.702 0.386
H -10.282 -5.229 -2.829 0.391
H -2.185 0.039 4.810 0.236
```

***

2.
Below is an isolated molecule of C21H21NO2, with properties calculated with ωB97M-V/def2-TZVPD.

Values from the calculation:
**Energy**: -27702.31519 eV
**Maximum force**: 0.54 eV/Å
**Highest occupied orbital energy**: -0.305 hartree
**SMILES**: COc1ccc(CNCc2cccc(Oc3ccccc3)c2)cc1
**HOMO-LUMO gap**: 9.12 eV
**Spin multiplicity**: 1

XYZ file:
```
45
Properties=species:S:1:pos:R:3:mulliken_charge:R:1
O -3.580 -1.344 1.096 -0.441
O 6.033 2.429 -2.672 -0.453
N 1.326 -1.192 -0.437 -0.224
C 4.451 0.676 -3.301 -0.363
C -6.240 -1.676 3.537 -0.431
C 5.181 1.407 -2.372 0.866
C -5.723 -0.991 4.624 -0.507
C 4.224 0.080 -0.607 -0.311
C -1.596 -0.815 -0.057 -0.613
C 3.491 -0.661 -1.531 0.385
C -2.712 -0.382 0.648 0.331
C -4.269 -1.164 2.266 0.458
C -0.710 0.100 -0.605 0.347
C 3.615 -0.343 -2.874 -0.599
C 2.530 -1.725 -1.057 -1.418
C -5.521 -1.764 2.361 -0.593
C -3.741 -0.489 3.362 -0.126
C 6.216 2.776 -4.022 -0.833
C 5.057 1.097 -1.016 -0.647
C 0.503 -0.398 -1.339 -0.639
C -0.945 1.458 -0.434 -0.512
C -2.063 1.890 0.257 -0.788
C -2.953 0.980 0.797 -0.178
C -4.473 -0.404 4.532 -0.597
H 6.935 3.594 -4.021 0.237
H -0.255 2.179 -0.850 0.382
H 1.580 -0.624 0.367 0.295
H 2.217 -2.350 -1.898 0.389
H 5.282 3.117 -4.481 0.335
H 3.017 -2.363 -0.314 0.463
H -6.289 -0.920 5.541 0.377
H 6.621 1.940 -4.601 0.338
H 1.051 0.453 -1.778 0.322
H 0.194 -1.058 -2.157 0.299
H -2.759 -0.044 3.296 0.465
H 4.521 0.888 -4.356 0.380
H -7.212 -2.143 3.604 0.374
H 3.053 -0.902 -3.609 0.318
H -5.908 -2.296 1.506 0.409
H 4.141 -0.150 0.446 0.398
H -3.833 1.319 1.324 0.508
H 5.630 1.671 -0.305 0.418
H -2.249 2.947 0.375 0.386
H -4.057 0.121 5.379 0.358
H -1.420 -1.873 -0.171 0.436
```

***

3.
Below is a structure of composition C42H40CaGeN4S3 in a non-equilibrium geometry, with properties calculated with ωB97M-V/def2-TZVPD.

Values from the calculation:
**Energy**: -157620.75614 eV
**Maximum force**: 2.84 eV/Å
**Highest occupied orbital energy (alpha / beta)**: 0.019 / -0.002 hartree
**Net charge**: -2
**HOMO-LUMO gap (alpha / beta)**: 3.05 / 3.62 eV
**Spin multiplicity**: 1

XYZ file:
```
91
Properties=species:S:1:pos:R:3:mulliken_charge:R:1
Ge -2.014 3.176 2.377 1.874
Ca -0.211 0.870 0.196 1.218
S -0.355 -4.314 0.152 -0.059
S -2.482 -1.789 0.168 0.096
S -3.839 -4.832 -0.122 -0.096
N -0.569 1.124 -2.205 -0.401
N 0.762 -0.868 1.445 0.462
N 2.499 -0.399 -0.108 -1.207
N 1.506 0.108 -0.852 1.290
C 3.317 1.471 -3.778 -0.610
C -4.609 2.495 1.053 -0.198
C -6.217 3.987 0.071 -0.411
C -2.281 4.390 -2.631 -0.694
C -1.533 2.079 -2.410 -0.221
C -1.263 3.464 -2.522 0.053
C 2.689 -1.828 3.211 -0.244
C -2.560 -5.336 -1.331 -0.448
C 0.434 -1.307 2.661 -0.506
C -0.052 6.892 1.688 -0.613
C -0.377 2.274 2.091 -1.691
C -1.051 5.586 3.914 -0.170
C 3.064 -1.377 1.979 -0.707
C -5.405 5.060 0.411 -0.618
C -3.659 1.591 6.635 -0.264
C 1.333 -1.796 3.581 -0.889
C -0.321 6.757 4.067 -0.533
C -4.207 4.843 1.083 -0.181
C 2.235 1.995 -4.482 -0.659
C -0.786 5.723 1.547 -0.081
C -4.158 -1.994 -0.498 -0.530
C -4.106 2.628 4.509 0.137
C -5.815 2.698 0.396 -0.726
C -1.192 -5.656 -0.745 -0.780
C -1.864 2.061 5.098 -0.405
C 0.184 7.416 2.953 -0.344
C -3.615 3.993 -2.646 -0.461
C -2.753 2.608 4.171 -0.420
C -2.305 1.563 6.317 -0.663
C 0.693 1.282 -2.732 0.302
C 0.949 1.888 -3.971 -0.380
C 1.814 0.705 -2.031 0.126
C -1.479 -2.096 -1.339 -0.202
C 3.105 0.821 -2.576 -0.974
C -4.568 -3.393 -0.982 -0.943
C -4.560 2.125 5.724 -0.668
C -0.262 -3.031 -1.134 -0.781
C -3.786 3.559 1.425 -0.268
C 2.083 -0.873 1.078 0.042
C -1.304 5.041 2.654 -0.629
C -2.892 1.705 -2.414 -0.155
C -3.904 2.641 -2.529 -0.261
H 0.760 8.328 3.071 0.316
H -2.034 5.445 -2.689 0.307
H -0.134 7.156 5.060 0.341
H 4.322 1.570 -4.172 0.353
H -3.133 0.651 -2.317 0.048
H -5.620 2.144 5.961 0.347
H -7.152 4.153 -0.454 0.300
H -4.939 2.319 -2.513 0.356
H 2.394 2.490 -5.433 0.356
H -0.623 -1.257 2.906 0.367
H -4.010 1.192 7.581 0.335
H -1.120 -1.130 -1.702 -0.246
H -5.708 6.068 0.147 0.354
H -0.958 5.314 0.555 0.447
H -6.440 1.852 0.125 0.365
H -1.261 -6.469 -0.020 0.371
H 0.349 7.391 0.812 0.363
H -0.813 2.018 4.828 0.390
H -0.016 -3.537 -2.070 0.586
H -1.595 1.139 7.021 0.362
H -4.299 -1.280 -1.312 0.136
H -2.158 -2.504 -2.088 0.585
H 1.005 -2.132 4.554 0.412
H -4.296 1.481 1.297 0.401
H 0.115 2.277 -4.542 0.430
H -5.646 -3.506 -0.863 0.485
H -3.592 5.693 1.362 0.244
H 3.428 -2.205 3.909 0.351
H -2.472 -4.531 -2.058 0.154
H 3.925 0.398 -2.012 0.405
H -4.342 -3.532 -2.039 0.378
H 0.595 -2.433 -0.841 0.019
H -2.941 -6.220 -1.845 0.422
H -4.787 -1.688 0.338 0.471
H -0.232 3.790 -2.474 0.499
H -0.541 -5.974 -1.564 0.327
H -4.410 4.725 -2.715 0.347
H -4.821 3.044 3.806 0.232
H -1.429 5.072 4.793 0.295
H 4.093 -1.369 1.647 0.480
```

***

4.
Below is an isolated molecule of C2H4OS2 in a non-equilibrium geometry, with properties calculated with ωB97M-V/def2-TZVPD.

Values from the calculation:
**Energy**: -25856.11603 eV
**Maximum force**: 2.41 eV/Å
**Highest occupied orbital energy**: -0.338 hartree
**SMILES**: O=C(S)CS
**HOMO-LUMO gap**: 9.62 eV
**Spin multiplicity**: 1

XYZ file:
```
9
Properties=species:S:1:pos:R:3:mulliken_charge:R:1
S 0.515 -0.264 2.155 -0.201
S -0.504 0.641 -2.021 -0.190
O 0.946 -0.843 -0.613 -0.492
C -0.053 -0.202 -0.567 0.702
C -0.676 0.200 0.763 -0.815
H 0.859 -1.228 1.316 0.149
H -1.703 1.009 -1.623 0.125
H -1.645 -0.290 1.040 0.335
H -0.890 1.240 0.863 0.387
```